Entry 1:
Formula: C6H20O5
Source: the OMol25 dataset
Level of theory: the ωB97M-V functional and the def2-TZVPD basis

The geometry in XYZ format:
```
31
Properties=species:S:1:pos:R:3:forces:R:3
H 2.818 0.175 -0.852 0.198 -0.294 -0.526
H -2.894 0.260 -0.118 0.009 -0.018 -0.334
O -1.530 1.479 -2.103 -0.384 -0.148 -0.291
H -1.559 2.358 -2.491 -0.006 0.055 0.084
H -2.462 2.084 1.652 0.088 0.823 -0.348
O -2.596 -0.652 -0.035 -0.151 -0.204 0.245
H -0.502 0.880 3.358 -0.339 -0.914 -0.008
H 2.132 -2.495 -0.864 0.617 0.027 0.459
H -3.080 -1.177 -0.680 -0.127 0.187 -0.084
H 0.849 -3.076 -0.590 0.287 -0.200 0.927
H -1.415 1.606 -1.155 -0.184 0.138 0.093
H -1.370 -2.045 -0.094 0.311 0.121 -0.513
O -0.952 -2.890 -0.338 -0.654 0.157 0.725
H 0.232 1.834 -0.809 0.154 -0.467 0.049
O 1.743 -3.048 -0.171 -0.577 0.275 -1.286
O -1.750 1.804 1.056 -1.141 -0.475 0.733
H 1.784 2.455 -0.892 0.377 0.218 0.493
H -0.868 -3.273 0.546 0.182 -0.385 -0.222
H 1.586 2.334 1.489 0.041 -0.101 0.053
H 1.040 1.404 3.542 0.285 -0.254 0.016
H 1.843 -0.971 -2.889 0.285 -0.118 0.401
C 1.311 -0.220 -2.310 0.378 -0.538 -1.071
H 0.352 -0.029 -2.764 -0.291 0.483 0.453
C 1.865 0.430 -1.306 -0.797 0.409 0.981
C 0.510 0.519 3.153 0.972 2.106 0.181
H -1.758 0.880 1.351 0.866 -0.197 -0.398
H 0.598 -0.543 1.278 -0.275 0.300 -0.595
C 1.338 1.413 0.957 -0.747 1.354 0.483
H 0.859 -0.319 3.748 -0.468 -0.282 -0.104
C 0.791 0.455 1.680 0.405 -1.700 0.473
C 1.249 1.578 -0.522 0.686 -0.358 -1.068
```
Positions in Å, forces in eV/Å.

Calculated values
**Energy relative to the best compared isomer or geometry (same formula, charge and spin)**: 208.31 kJ/mol
**HOMO**: -9.0 eV
**SMILES**: C=CC/C=C/C.O.O.O.O.O
**Multiplicity**: 1

---

Entry 2:
Formula: C33H51N6OsPS
Source: the OMol25 dataset
Level of theory: the ωB97M-V functional and the def2-TZVPD basis

The geometry in XYZ format:
```
93
Properties=species:S:1:pos:R:3:forces:R:3
H 2.549 -4.128 -3.644 0.009 -0.072 0.087
H -4.931 -1.742 1.303 -0.021 -0.022 -0.010
C 2.039 2.435 -0.272 -0.138 0.456 -0.001
C 1.133 1.045 2.581 0.278 0.066 -0.196
C -2.439 -3.679 2.575 0.021 -0.041 0.129
H -7.144 -0.767 1.742 0.006 0.021 0.055
H 1.145 -5.157 -6.054 -0.083 0.070 0.050
H -3.098 -5.449 -0.240 0.114 -0.015 -0.033
C 4.851 -5.226 -2.403 -0.028 0.334 0.360
H 3.934 -5.706 -2.758 0.042 -0.059 -0.084
H 1.700 -6.307 -3.900 -0.003 0.013 0.030
H 0.001 -5.459 -2.276 -0.047 0.057 0.029
H 0.876 -6.862 -6.234 -0.105 -0.025 -0.009
N 1.869 -3.645 -3.068 0.088 0.177 0.111
N -0.320 0.962 2.212 0.025 -0.438 0.129
H 1.449 4.463 0.009 -0.059 0.042 0.078
H -2.165 -1.557 2.665 -0.115 -0.036 0.084
C -2.676 -3.349 -0.186 0.076 0.064 -0.101
C -6.554 1.232 1.226 0.033 -0.096 -0.026
N -0.136 3.209 0.692 -0.483 -0.460 -0.369
N 3.567 -3.223 -1.564 -0.321 0.484 0.512
C -4.275 -1.101 -3.628 -0.062 -0.010 0.055
C 4.109 -5.929 -0.044 0.147 0.189 0.178
C -4.069 0.138 0.677 0.470 0.292 0.245
H 1.777 3.618 1.501 -0.128 0.056 0.050
C -0.069 -5.171 -3.330 0.322 0.050 -0.063
C -5.091 -0.683 1.152 0.137 -0.032 -0.063
C 2.290 -3.149 -1.923 0.465 -0.772 -0.847
H -0.507 -5.788 -5.984 -0.012 -0.057 -0.031
H 2.004 0.436 -0.580 0.021 0.043 -0.041
H -5.166 -1.569 -4.024 0.004 -0.002 -0.018
C 1.310 3.513 0.525 0.351 -0.190 -0.139
N -0.839 0.818 -2.041 0.133 0.005 0.251
H 1.957 -0.528 1.386 0.084 -0.003 -0.014
H -2.803 -5.759 2.189 -0.085 0.015 0.025
C 4.679 -3.692 -2.386 0.312 -0.420 -0.539
H 3.115 2.547 -0.117 -0.004 -0.089 -0.023
H -1.637 0.779 -4.623 -0.011 0.004 -0.005
C 0.475 -3.750 -3.502 -0.472 -0.245 0.059
C -6.337 -0.129 1.408 -0.067 0.038 0.019
H -3.648 -0.319 -5.525 0.031 0.000 -0.012
H -0.807 1.758 -2.441 0.058 0.028 0.050
C -3.421 -0.399 -4.471 -0.039 -0.039 0.034
H -5.704 3.114 0.644 0.011 0.002 -0.019
H -1.128 -5.151 -3.596 -0.008 0.027 -0.005
H -1.517 4.108 2.042 0.028 0.032 -0.062
Os -0.622 0.862 0.124 0.380 0.928 -0.056
H 3.783 -2.925 -0.623 0.001 -0.168 0.032
C 0.525 -5.985 -5.693 0.275 0.148 -0.088
H 4.346 -6.676 0.712 -0.052 -0.002 0.001
H 5.636 -5.420 -3.136 -0.057 0.014 -0.076
C -2.446 -2.246 0.636 0.414 0.350 0.182
H -0.011 0.350 -2.415 0.020 0.048 -0.047
C 5.246 -5.820 -1.055 0.063 -0.460 -0.160
C -4.284 1.512 0.506 0.066 -0.165 0.017
H -0.117 -3.057 -2.897 0.044 0.120 -0.103
S 1.237 -2.309 -0.837 -0.102 0.113 0.260
C -0.662 3.433 2.066 -0.104 -0.118 0.281
C -2.324 -2.418 2.021 0.099 0.024 -0.145
C -2.863 -0.564 -1.755 0.455 0.040 0.264
H 0.094 3.924 2.678 0.048 0.022 -0.095
H -0.660 3.794 0.048 0.005 0.077 0.050
H -3.472 2.142 0.146 -0.091 0.077 -0.109
H -2.348 -3.817 3.644 0.013 0.017 0.006
N 1.593 1.070 0.100 -0.090 -0.490 0.143
H 1.848 2.566 -1.339 -0.012 -0.110 -0.006
H -1.050 2.201 3.802 0.054 -0.133 -0.010
C -2.842 -4.603 0.383 0.034 -0.051 0.070
H -2.165 1.927 2.465 0.037 -0.118 0.020
H 1.343 0.429 3.456 -0.127 0.035 0.048
C 0.648 -6.211 -4.192 -0.267 -0.247 0.045
H 0.193 -7.175 -3.955 0.104 -0.001 0.039
H -4.683 -1.700 -1.610 -0.040 -0.004 -0.009
C -2.290 0.220 -3.961 0.238 0.236 -0.042
H 0.415 -3.449 -4.548 0.068 0.106 0.048
H 6.103 -5.290 -0.630 -0.045 0.087 -0.033
H 5.585 -3.238 -1.987 -0.052 0.087 -0.007
C -4.003 -1.180 -2.272 0.031 0.064 -0.061
H 5.623 -6.825 -1.261 -0.059 0.035 0.017
C -2.708 -4.772 1.756 0.030 0.022 -0.092
C -1.119 2.119 2.715 -0.289 0.450 -0.010
C -2.022 0.143 -2.604 -0.472 -0.415 -0.036
H 3.171 -6.221 -0.522 -0.016 -0.043 0.008
C -5.526 2.055 0.775 -0.001 0.137 0.114
H 4.545 -3.334 -3.411 -0.029 0.174 0.086
H 3.058 0.834 1.650 0.007 -0.038 -0.055
H -0.707 0.134 2.663 0.006 0.008 0.015
H -2.740 -3.235 -1.260 -0.113 0.009 -0.018
H -7.528 1.652 1.437 -0.008 0.014 -0.021
H 1.363 2.069 2.860 -0.033 0.016 0.002
H 3.954 -4.992 0.502 -0.103 -0.015 -0.028
C 2.021 0.561 1.439 0.000 0.047 0.255
P -2.521 -0.545 0.033 -1.306 -0.370 -0.611
```
Positions in Å, forces in eV/Å.

Calculated values
**Energy relative to the best compared isomer or geometry (same formula, charge and spin)**: 59.90 kJ/mol
**HOMO (spin up / spin down)**: -18.9 / -18.9 eV
**Net charge**: +4
**<S²>**: 6.02
**Multiplicity**: 5

---

Entry 3:
Formula: C36H43BrN7O2SW
Source: the OMol25 dataset
Level of theory: the ωB97M-V functional and the def2-TZVPD basis

The geometry in XYZ format:
```
91
Properties=species:S:1:pos:R:3:forces:R:3
C 2.807 -2.938 0.428 0.018 -0.049 0.006
Br -0.408 0.668 -2.960 0.075 -0.018 -0.012
H -0.281 -4.149 2.927 -0.045 0.005 0.016
C -3.389 2.164 -0.431 0.020 -0.046 -0.057
H 3.200 -4.491 2.505 0.033 -0.009 0.012
C 2.594 -1.852 2.655 -0.002 -0.005 0.045
H 2.335 -3.531 -0.357 -0.022 -0.026 -0.001
C -2.997 0.882 -0.817 0.066 -0.018 0.050
N 3.775 -0.595 -1.857 -0.186 0.052 0.066
C -3.277 4.040 1.296 0.009 0.069 0.020
H -4.350 -1.331 -4.128 -0.037 0.004 -0.016
H 2.147 -1.911 3.648 -0.040 0.012 0.000
H -0.760 4.091 0.552 -0.074 -0.102 -0.001
W 0.196 0.625 -0.327 -0.374 1.594 0.343
H 1.053 5.714 3.533 0.011 0.038 0.008
H -5.394 0.241 -3.100 -0.024 -0.017 -0.036
C 1.072 3.826 2.532 -0.122 0.003 0.028
C -0.997 3.109 4.238 -0.002 0.031 -0.012
H 2.448 -0.843 2.279 0.003 0.066 -0.077
H -0.404 -2.141 -1.361 0.061 0.042 -0.001
C 4.945 -1.250 -2.261 0.269 -0.062 0.082
C 0.508 -2.726 -3.204 0.129 0.191 0.034
H 1.885 4.082 1.866 0.045 -0.018 -0.039
C 1.545 -2.445 -4.072 -0.083 -0.006 0.113
C 5.975 -0.759 -1.552 -0.292 -0.053 -0.151
H -3.045 -2.479 -3.932 0.025 -0.034 0.004
H -0.793 5.080 5.056 -0.015 0.028 0.035
H -6.054 2.518 -2.486 -0.031 0.020 -0.013
H 3.666 -2.038 2.757 0.028 -0.015 0.031
H -2.668 4.399 2.125 0.014 0.014 0.024
C 2.566 -1.607 -3.648 -0.303 -0.059 0.167
C 6.217 0.985 0.258 -0.070 -0.031 -0.066
C 1.987 -2.904 1.713 -0.041 -0.028 -0.044
H -2.679 -0.765 -4.175 0.045 0.042 0.007
C -0.431 4.374 4.322 0.005 -0.006 -0.011
C -5.196 2.061 -2.013 -0.024 -0.037 -0.020
H -3.455 4.885 0.629 0.002 0.005 -0.042
H 7.274 0.819 0.072 -0.011 0.032 0.023
C -1.327 3.422 -0.110 0.107 0.323 -0.043
C 4.126 0.282 -0.885 0.332 0.149 0.216
C -1.691 -2.739 2.047 0.107 0.026 -0.072
O 1.955 1.417 -0.936 0.181 -0.333 -0.004
C 0.506 -2.597 1.522 -0.163 0.082 0.074
N -1.888 0.267 -0.105 -0.088 -0.249 -0.116
N 5.460 0.205 -0.713 -0.361 -0.099 -0.037
H 1.698 -5.074 1.790 -0.025 -0.009 -0.029
C -0.550 2.195 3.296 -0.060 0.019 0.124
N 1.082 1.673 1.517 -0.209 -0.385 -0.116
H -2.648 -3.001 2.463 -0.082 -0.017 0.026
H -1.797 2.830 4.909 -0.027 0.005 0.029
C -4.390 -2.255 -1.560 -0.009 0.025 0.024
C -4.484 2.751 -1.049 0.045 0.006 0.062
H 3.785 -3.373 0.643 0.021 -0.011 0.003
C 0.452 -2.028 -2.008 0.301 0.030 -0.210
H 2.968 -1.935 0.062 0.010 0.193 -0.089
C -2.565 2.893 0.596 0.071 -0.089 -0.019
C -3.360 -1.462 -3.693 0.016 0.001 -0.007
H -4.794 3.746 -0.762 -0.014 0.025 0.002
H 1.692 -4.294 3.378 0.037 -0.005 0.019
S 3.172 1.302 0.129 0.097 -0.201 -0.503
C -3.717 0.157 -1.776 -0.019 0.060 0.017
H -3.359 -0.822 0.879 0.024 0.018 0.020
H -4.454 -2.160 -0.476 0.005 -0.013 0.030
C -3.391 -1.270 -2.177 0.068 -0.053 0.043
C -4.818 0.778 -2.360 0.054 0.030 0.028
C 2.139 -4.274 2.386 0.093 -0.053 0.018
N -0.094 -1.650 0.776 0.044 -0.329 -0.073
C -1.437 -1.697 1.128 -0.083 0.035 -0.053
H 5.980 2.039 0.128 0.020 0.028 0.063
H -0.298 -3.397 -3.458 -0.005 -0.047 -0.054
H 4.927 -2.045 -2.978 0.018 -0.030 -0.044
C 0.489 2.560 2.446 0.238 -0.018 -0.417
C -2.298 -0.741 0.661 0.009 -0.117 0.008
H -2.397 -1.505 -1.792 0.003 0.012 -0.025
H 3.404 -1.398 -4.292 0.040 0.033 -0.005
O 0.514 0.448 1.572 0.065 -0.123 0.451
H 7.020 -1.004 -1.560 0.045 -0.038 -0.032
C 2.504 -1.078 -2.371 -0.295 0.021 0.459
H 1.589 -2.879 -5.060 -0.046 -0.039 -0.048
H -4.239 3.718 1.691 -0.036 -0.017 0.033
N 1.405 -1.181 -1.582 0.741 -0.197 -0.367
H -5.390 -2.085 -1.961 -0.034 0.025 -0.019
H 5.969 0.666 1.270 0.017 0.046 0.009
H 0.225 2.822 -1.304 -0.224 0.003 -0.096
H -2.249 2.180 1.360 -0.017 0.005 -0.001
H -4.109 -3.282 -1.791 0.018 -0.041 -0.020
H -0.989 1.208 3.235 0.035 0.004 -0.033
C 0.606 4.733 3.465 -0.039 -0.060 0.004
N -0.417 2.412 -0.629 -0.060 -0.345 0.191
H -1.663 4.023 -0.964 0.025 0.011 0.051
C -0.475 -3.305 2.292 -0.050 0.090 0.015
```
Positions in Å, forces in eV/Å.

Calculated values
**Energy relative to the best compared isomer or geometry (same formula, charge and spin)**: 78.13 kJ/mol
**HOMO**: -9.9 eV
**Net charge**: +1
**Multiplicity**: 1

---

Entry 4:
Formula: C29H49BIN5O3
Source: the OMol25 dataset
Level of theory: the ωB97M-V functional and the def2-TZVPD basis

The geometry in XYZ format:
```
88
Properties=species:S:1:pos:R:3:forces:R:3
H -1.912 1.948 3.302 0.886 0.349 -1.707
C -6.859 -2.903 0.564 -0.041 -0.058 0.001
H 4.164 -1.044 -0.534 0.231 0.086 0.271
H -7.145 -3.100 -1.550 0.205 -0.020 -0.010
H -5.734 -4.273 -3.205 0.214 0.057 0.161
C -0.130 4.256 1.155 2.010 -0.340 -0.103
H -5.624 -6.302 -0.303 0.018 0.240 -0.185
H 6.372 3.387 1.007 -0.156 -0.101 0.085
N -2.639 -1.413 -4.507 0.194 3.564 0.779
H -3.532 -0.348 0.951 -0.120 -0.331 0.044
O -2.532 0.259 -6.408 -0.228 0.263 2.542
C 5.692 2.119 2.642 1.027 0.380 1.853
H 2.583 4.237 -0.191 -1.016 -1.080 -0.980
C 0.547 0.797 -4.781 0.262 0.964 1.492
H 3.509 0.581 -0.623 0.019 0.024 0.212
C 1.152 2.060 -2.923 0.714 1.329 1.638
H -2.526 -1.174 -0.242 -0.148 -0.036 -0.018
H 0.677 5.050 1.401 -1.497 -1.224 -0.390
O 3.772 2.193 1.361 0.956 -1.710 1.558
H 5.712 1.527 -0.675 -0.147 -0.043 0.187
H -1.748 2.622 -0.626 1.967 0.080 -0.902
H -3.983 -3.913 1.619 -0.135 -0.040 -0.063
C 6.133 0.803 0.035 0.068 0.410 0.014
N -1.341 1.252 -3.017 4.279 -0.179 -2.442
H -0.385 3.782 3.418 0.233 -0.242 -1.719
C -0.662 2.701 -1.004 3.070 1.068 -0.021
C -3.780 -2.856 1.489 0.009 -0.325 0.126
C -5.392 -4.938 -2.409 0.285 0.730 -0.235
H -4.139 -2.358 2.395 0.026 0.094 -0.185
H 0.738 2.660 2.469 -1.420 1.227 -0.176
H -5.314 -5.191 0.989 0.123 0.067 -0.046
C -4.410 -2.221 0.222 0.996 0.667 1.853
C 3.849 -0.190 0.074 -0.255 0.759 0.177
H 3.295 3.006 -2.440 -2.122 -0.324 0.478
H 5.632 0.788 4.386 0.026 0.012 -0.126
H -2.255 2.489 1.563 1.147 -0.423 1.008
C -0.251 3.263 2.407 -0.183 -1.192 -0.021
I -1.977 5.396 0.773 0.725 -0.383 0.297
C 7.290 1.467 0.759 0.046 0.025 0.036
H -0.975 1.166 1.881 -0.833 1.567 0.541
H 6.088 -1.620 1.034 -0.156 0.125 -0.063
C -0.288 1.981 -2.364 0.377 0.468 0.884
H -6.183 -1.061 -0.271 0.194 -0.129 -0.060
H -3.967 -0.275 -0.747 0.046 -0.199 -0.008
C -5.858 -1.763 0.508 -0.275 -0.086 -0.299
H -7.493 -4.560 -0.647 0.309 -0.072 -0.120
H 4.362 3.086 4.102 0.042 -0.018 -0.124
H 4.597 -1.618 1.976 0.030 0.194 -0.098
H 7.850 0.729 1.344 -0.057 0.043 0.017
C 5.019 0.294 0.978 0.079 -2.171 -0.434
H 6.516 -0.021 -0.577 -0.275 -0.077 0.171
C -6.789 -3.722 -0.719 -0.023 0.371 0.132
H -4.400 -5.317 -2.676 -0.069 0.116 0.043
N 1.632 1.469 -4.144 -5.741 -0.923 1.078
C 6.373 1.302 3.767 0.193 -0.326 -0.022
H -3.991 -5.680 -0.092 -0.070 0.108 0.013
N -4.316 -3.176 -0.929 -2.027 2.709 -2.832
H 0.775 0.300 -5.798 -0.328 0.908 1.874
H -2.688 -2.763 1.477 -0.161 0.055 -0.135
H -5.899 -1.201 1.447 0.313 -0.063 -0.101
C 1.826 3.614 -0.769 -2.080 -1.922 -2.374
C 5.462 -1.009 1.692 0.175 -0.058 0.306
C -3.560 -0.933 0.025 -0.160 -0.207 -0.776
H 6.951 1.951 4.431 -0.192 0.108 -0.203
H 7.616 3.036 2.189 -0.278 -0.061 0.180
C 6.772 2.591 1.647 -0.023 -0.140 -0.355
H 4.739 4.119 2.710 -0.081 -0.252 0.000
H -7.869 -2.498 0.682 0.062 -0.039 0.030
H -6.079 -5.789 -2.408 0.058 0.131 0.336
H -3.502 0.425 -6.283 1.189 -0.431 -0.558
H 7.993 1.876 0.028 -0.017 -0.053 0.057
H 6.029 -0.860 2.603 0.083 0.127 -0.002
C -5.369 -4.244 -1.019 -0.374 -2.143 0.116
C 5.144 3.366 3.390 -0.576 -0.067 -0.572
C -5.049 -5.406 -0.047 0.035 0.010 0.388
N 4.601 1.315 1.992 -0.919 3.086 -2.970
C 2.203 2.901 -2.082 -2.416 0.755 2.397
H -6.676 -3.531 1.443 0.025 -0.002 -0.068
C 0.348 3.541 -0.191 -0.669 -2.636 -3.545
H 2.990 -0.512 0.672 0.123 0.114 -0.005
B -2.037 -0.160 -5.107 -1.040 -1.187 -0.313
H -2.392 -1.364 -3.494 -0.285 -0.554 -0.906
H -3.664 -1.213 -4.504 0.742 -0.961 -0.232
H 7.092 0.570 3.397 -0.143 -0.036 -0.018
C -0.910 0.664 -4.245 1.933 1.549 1.207
C -1.424 2.154 2.271 0.162 -0.233 0.200
H 5.939 3.862 3.954 0.098 -0.322 -0.126
O -4.388 -2.438 -2.071 0.737 -1.518 1.863
```
Positions in Å, forces in eV/Å.

Calculated values
**HOMO (spin up / spin down)**: -8.3 / -8.3 eV
**<S²>**: 2.01
**Multiplicity**: 3